[1]
{"formula": "C35H64INO18P2", "method": "ωB97M-V/def2-TZVPD", "lumo_energy_ev": 0.2, "e_homo_ev": -8.007, "smiles": "CCP(C)CO[C@](O)(CCCO)[C@@H](OCCCC(=O)Nc1ccccc1)P(O)I.CCOC(=O)OC.CCOC(=O)OC.CCOC(=O)OC.CCOC(=O)OC", "elements": ["C", "C", "P", "C", "C", "O", "C", "O", "C", "C", "C", "O", "C", "O", "C", "C", "C", "C", "O", "N", "C", "C", "C", "C", "C", "C", "P", "O", "I", "H", "H", "H", "H", "H", "H", "H", "H", "H", "H", "H", "H", "H", "H", "H", "H", "H", "H", "H", "H", "H", "H", "H", "H", "H", "H", "H", "H", "H", "H", "H", "H", "C", "C", "O", "C", "O", "O", "C", "H", "H", "H", "H", "H", "H", "H", "H", "C", "C", "O", "C", "O", "O", "C", "H", "H", "H", "H", "H", "H", "H", "H", "C", "C", "O", "C", "O", "O", "C", "H", "H", "H", "H", "H", "H", "H", "H", "C", "C", "O", "C", "O", "O", "C", "H", "H", "H", "H", "H", "H", "H", "H"], "positions_angstrom": [[6.894, 0.278, 2.221], [5.923, -0.915, 1.859], [4.271, -0.371, 1.162], [3.518, -1.928, 0.426], [4.626, 0.763, -0.327], [4.290, 2.125, -0.018], [3.519, 2.767, -1.006], [2.332, 2.037, -1.355], [4.313, 3.256, -2.276], [4.747, 2.143, -3.297], [3.584, 1.502, -4.142], [4.213, 0.626, -5.119], [2.973, 4.117, -0.294], [1.596, 4.370, -0.554], [0.722, 3.950, 0.501], [-0.708, 3.745, -0.182], [-1.656, 2.838, 0.693], [-3.059, 2.829, -0.049], [-3.222, 3.444, -1.071], [-4.179, 2.081, 0.494], [-4.332, 0.777, -0.104], [-3.641, 0.388, -1.330], [-3.876, -0.948, -1.913], [-4.803, -1.819, -1.208], [-5.471, -1.469, 0.037], [-5.238, -0.155, 0.603], [3.445, 4.175, 1.563], [2.772, 5.602, 2.220], [5.897, 4.596, 1.737], [7.473, 0.652, 1.331], [7.681, -0.147, 2.911], [6.402, 1.114, 2.775], [6.477, -1.540, 1.093], [5.755, -1.614, 2.726], [3.795, -1.948, -0.668], [2.423, -2.036, 0.599], [4.050, -2.815, 0.877], [5.754, 0.729, -0.443], [4.212, 0.366, -1.283], [1.992, 2.456, -2.168], [3.610, 3.947, -2.835], [5.172, 3.917, -1.969], [5.433, 2.644, -4.043], [5.348, 1.307, -2.858], [2.897, 2.242, -4.616], [3.034, 0.802, -3.445], [4.561, -0.094, -4.562], [3.540, 4.984, -0.753], [0.560, 4.713, 1.302], [0.983, 2.934, 0.920], [-1.184, 4.763, -0.202], [-0.574, 3.365, -1.225], [-1.272, 1.792, 0.817], [-1.841, 3.275, 1.714], [-4.161, 2.043, 1.515], [-2.931, 1.043, -1.875], [-3.372, -1.262, -2.851], [-5.016, -2.825, -1.652], [-6.167, -2.154, 0.563], [-5.712, 0.196, 1.553], [2.882, 6.309, 1.554], [2.912, -2.983, -5.625], [1.531, -3.312, -5.094], [1.393, -4.720, -4.859], [1.960, -5.164, -3.733], [2.544, -4.489, -2.922], [1.787, -6.489, -3.673], [2.428, -7.108, -2.558], [3.136, -3.586, -6.508], [2.981, -1.926, -5.890], [3.684, -3.202, -4.886], [0.782, -3.045, -5.841], [1.300, -2.748, -4.189], [2.145, -6.628, -1.621], [3.511, -7.081, -2.690], [2.106, -8.147, -2.527], [11.065, -5.575, 0.206], [10.012, -4.991, 1.125], [9.013, -4.280, 0.381], [8.097, -5.040, -0.227], [8.036, -6.243, -0.193], [7.270, -4.232, -0.902], [6.290, -4.922, -1.678], [11.487, -4.798, -0.436], [11.870, -6.033, 0.784], [10.639, -6.335, -0.451], [10.474, -4.265, 1.796], [9.551, -5.759, 1.749], [5.736, -5.639, -1.072], [6.768, -5.422, -2.522], [5.590, -4.182, -2.064], [-8.892, 6.744, 2.753], [-8.273, 5.444, 3.224], [-8.376, 4.429, 2.217], [-7.492, 4.513, 1.213], [-6.630, 5.346, 1.097], [-7.751, 3.525, 0.353], [-6.936, 3.544, -0.822], [-9.918, 6.581, 2.417], [-8.894, 7.483, 3.556], [-8.342, 7.159, 1.907], [-8.819, 5.074, 4.093], [-7.233, 5.579, 3.528], [-5.878, 3.580, -0.569], [-7.209, 4.392, -1.451], [-7.127, 2.626, -1.375], [-8.767, 0.593, 3.215], [-10.121, 0.208, 3.775], [-10.203, -1.206, 4.004], [-9.594, -1.647, 5.108], [-9.005, -0.971, 5.913], [-9.730, -2.979, 5.154], [-9.042, -3.594, 6.242], [-8.539, 0.005, 2.323], [-8.745, 1.653, 2.956], [-7.972, 0.399, 3.937], [-10.898, 0.450, 3.048], [-10.351, 0.759, 4.689], [-9.313, -3.135, 7.193], [-7.965, -3.536, 6.082], [-9.335, -4.642, 6.267]]}

=====

[2]
{"formula": "C35H64N8OPSSiSr", "method": "ωB97M-V/def2-TZVPD", "lumo_energy_ev": -2.3, "e_homo_ev": -10.323, "de_lowest_kcal_mol": 0.0, "charge": 1, "elements": ["Sr", "N", "C", "C", "N", "C", "C", "N", "H", "H", "H", "H", "H", "H", "H", "H", "H", "H", "H", "H", "H", "C", "C", "C", "C", "N", "C", "S", "N", "C", "C", "C", "C", "H", "H", "H", "H", "H", "H", "H", "H", "H", "H", "H", "H", "H", "H", "H", "H", "H", "H", "H", "H", "C", "C", "C", "C", "Si", "O", "C", "C", "C", "C", "C", "C", "C", "C", "C", "C", "C", "C", "H", "H", "H", "H", "H", "H", "H", "H", "H", "H", "H", "H", "H", "H", "H", "H", "H", "H", "H", "C", "N", "C", "N", "C", "N", "C", "P", "C", "C", "H", "H", "H", "H", "H", "H", "H", "H", "H", "H", "H", "H"], "positions_angstrom": [[-12.160, -17.134, 11.901], [-11.701, -18.770, 13.874], [-12.374, -18.250, 15.083], [-12.141, -16.751, 15.256], [-12.568, -15.932, 14.077], [-14.016, -15.526, 14.065], [-14.983, -16.587, 13.528], [-14.642, -17.030, 12.137], [-11.930, -19.752, 13.700], [-10.654, -18.682, 13.908], [-11.983, -18.704, 16.012], [-13.451, -18.505, 15.065], [-11.065, -16.563, 15.461], [-12.680, -16.428, 16.175], [-12.015, -15.054, 14.088], [-14.115, -14.579, 13.506], [-14.354, -15.312, 15.096], [-15.995, -16.128, 13.587], [-15.009, -17.447, 14.222], [-14.758, -16.260, 11.467], [-15.241, -17.804, 11.827], [-6.114, -23.153, 13.740], [-6.915, -23.364, 12.440], [-7.729, -22.132, 11.966], [-8.964, -21.832, 12.817], [-8.662, -21.283, 14.134], [-8.366, -19.971, 14.334], [-8.457, -18.798, 13.100], [-8.029, -19.640, 15.611], [-7.717, -18.279, 16.008], [-6.957, -18.276, 17.334], [-5.561, -18.930, 17.218], [-4.589, -18.098, 16.339], [-5.366, -23.961, 13.876], [-6.744, -23.130, 14.653], [-5.538, -22.206, 13.735], [-7.583, -24.245, 12.513], [-6.211, -23.649, 11.621], [-8.119, -22.330, 10.943], [-7.087, -21.220, 11.899], [-9.541, -22.768, 12.975], [-9.627, -21.100, 12.315], [-8.500, -21.944, 14.890], [-7.981, -20.348, 16.339], [-8.669, -17.701, 16.098], [-7.170, -17.798, 15.172], [-7.593, -18.746, 18.122], [-6.852, -17.219, 17.640], [-5.642, -19.964, 16.809], [-5.115, -19.065, 18.223], [-4.914, -18.047, 15.284], [-3.567, -18.532, 16.338], [-4.500, -17.050, 16.708], [-12.485, -14.019, 7.411], [-12.330, -13.256, 8.737], [-10.818, -13.141, 9.111], [-12.929, -11.836, 8.593], [-13.216, -14.100, 10.191], [-12.505, -15.504, 10.458], [-13.013, -12.956, 11.661], [-11.884, -13.051, 12.509], [-11.706, -12.134, 13.560], [-12.644, -11.113, 13.771], [-13.748, -10.998, 12.909], [-13.938, -11.910, 11.864], [-15.069, -14.386, 10.022], [-15.919, -14.258, 11.165], [-17.292, -14.535, 11.102], [-17.868, -14.954, 9.887], [-17.045, -15.063, 8.756], [-15.669, -14.824, 8.822], [-11.711, -13.648, 6.704], [-13.485, -13.868, 6.938], [-12.308, -15.108, 7.494], [-10.310, -12.595, 8.274], [-10.326, -14.141, 9.204], [-10.608, -12.563, 10.032], [-12.432, -11.381, 7.700], [-12.724, -11.160, 9.446], [-14.010, -11.818, 8.383], [-11.120, -13.817, 12.356], [-10.834, -12.250, 14.209], [-12.511, -10.419, 14.606], [-14.495, -10.207, 13.068], [-14.832, -11.800, 11.230], [-15.529, -13.911, 12.126], [-17.891, -14.436, 12.009], [-18.952, -15.157, 9.830], [-17.468, -15.385, 7.796], [-15.081, -14.985, 7.900], [-9.527, -19.062, 7.071], [-8.652, -19.523, 8.157], [-7.516, -18.582, 8.304], [-7.919, -17.177, 8.490], [-8.815, -16.788, 7.391], [-9.988, -17.666, 7.206], [-10.907, -17.533, 8.329], [-10.104, -18.034, 9.959], [-9.372, -19.666, 9.428], [-8.551, -16.973, 9.795], [-10.391, -19.741, 6.989], [-8.956, -19.120, 6.127], [-6.899, -18.648, 7.392], [-6.908, -18.893, 9.161], [-8.226, -16.813, 6.462], [-9.144, -15.760, 7.539], [-11.804, -18.156, 8.166], [-11.285, -16.496, 8.433], [-10.173, -20.422, 9.349], [-8.686, -19.998, 10.242], [-7.876, -17.266, 10.624], [-8.779, -15.905, 9.950]]}